(1)
DFT (ωB97M-V/def2-TZVPD) results for an isolated molecule of C8H10Br2O2S in a non-equilibrium geometry.

XYZ file:
```
23
Properties=species:S:1:pos:R:3:forces:R:3:nbo_charge:R:1
Br -1.585 -3.809 0.771 0.10 -0.59 0.16 0.16
Br -4.467 0.980 0.560 0.64 -0.21 -0.40 0.06
S 1.296 -1.338 -0.008 -1.02 -0.94 2.89 2.15
O 1.762 -2.391 0.884 -0.07 0.64 -0.99 -0.93
O 0.857 -1.620 -1.333 0.56 -0.14 -1.54 -0.95
C -0.638 0.646 0.120 0.99 -2.68 -0.62 -0.47
C 2.825 0.719 -0.882 0.95 0.86 2.51 -0.33
C 2.376 0.025 0.141 -0.90 -0.75 0.58 -0.49
C -1.867 0.540 -0.822 -0.10 0.29 -1.18 -0.47
C -2.947 -1.365 0.329 -0.21 -0.81 1.38 -0.35
C -1.840 -2.152 0.048 0.76 1.43 -0.59 -0.25
C -3.013 -0.090 -0.114 -0.46 0.89 0.16 0.02
C -0.069 -0.564 0.776 -2.14 -0.48 -0.33 -0.48
H -0.851 1.390 0.769 -1.01 2.11 2.67 0.22
H 2.853 0.452 -1.885 -0.43 -0.63 -1.55 0.23
H 0.184 1.055 -0.386 0.91 0.71 -1.54 0.23
H -3.572 -1.836 1.090 -0.60 0.74 -0.32 0.24
H -1.973 1.598 -1.180 -0.66 -1.07 0.31 0.25
H 2.300 0.238 1.240 0.85 0.42 -1.25 0.25
H -1.329 -1.852 -0.828 0.82 -0.75 -0.77 0.23
H 3.347 1.601 -0.562 0.32 0.56 -0.43 0.21
H -1.593 -0.064 -1.721 -0.14 0.35 0.67 0.24
H -0.519 -0.933 1.693 0.85 0.05 0.18 0.24
```
Forces are in eV/Å.

Properties
Charge: 0
Max |F|, eV/A: 3.55
Energy relative to the best compared isomer or geometry (same formula, charge and spin), kcal/mol: 45.2
Gap between HOMO and LUMO (spin up / spin down), eV: 6.8971 / 7.6918

=====

(2)
DFT (ωB97M-V/def2-TZVPD) results for a structure of composition C8H10BrIPtS5Sb in a non-equilibrium geometry.

XYZ file:
```
27
Properties=species:S:1:pos:R:3:forces:R:3:nbo_charge:R:1
Pt 1.312 0.369 -0.299 -0.81 -0.16 0.72 0.53
I 1.525 0.293 -3.090 0.30 -0.32 1.04 0.53
Sb 0.361 -2.846 -0.243 -0.97 -3.86 -0.74 1.21
Br 2.784 2.728 -0.816 -0.08 -0.27 0.17 0.13
S -0.895 -0.772 -0.250 2.05 1.45 0.21 -0.31
S -0.260 -4.343 1.423 0.57 1.47 -0.94 -0.59
S 2.484 -1.750 0.220 -0.78 1.91 -0.08 -0.26
S 0.362 -3.647 -2.432 0.19 1.10 1.33 -0.67
S 1.013 0.991 2.202 0.32 -0.60 -1.61 0.51
C 3.709 2.413 -2.446 0.10 -0.19 -0.36 -0.12
C 5.190 1.982 -4.742 -0.05 0.16 0.02 -0.17
C 3.313 1.433 -3.345 -0.30 -0.03 0.25 -0.20
C 0.343 2.669 2.070 0.01 -0.22 -0.22 -0.76
C 4.820 3.200 -2.709 -0.19 0.07 0.22 -0.22
C 4.066 1.213 -4.492 -0.31 -0.18 0.10 -0.21
C 2.705 1.382 2.722 -0.10 -0.14 -0.30 -0.75
C 5.549 2.995 -3.867 -0.04 -0.18 -0.05 -0.16
H 3.226 1.932 1.943 0.05 0.03 0.05 0.23
H 3.771 0.446 -5.193 0.00 -0.09 -0.04 0.25
H 0.528 3.170 3.016 0.03 0.00 0.08 0.26
H 6.402 3.620 -4.078 0.10 0.05 0.02 0.25
H -0.728 2.584 1.912 -0.06 -0.04 -0.04 0.27
H 2.642 1.978 3.627 -0.08 0.04 0.13 0.26
H 0.801 3.217 1.250 0.00 0.05 0.09 0.23
H 5.770 1.804 -5.634 0.01 -0.04 -0.06 0.25
H 3.219 0.448 2.934 -0.05 -0.07 -0.04 0.27
H 5.101 3.977 -2.016 0.07 0.05 0.08 0.25
```
Forces are in eV/Å.

Properties
Charge: +1
Max |F|, eV/A: 4.05
Gap between HOMO and LUMO (spin up / spin down), eV: 3.4420 / 3.4470

=====

(3)
DFT (ωB97M-V/def2-TZVPD) results for a cluster of 2 separate species, C8H10ClN3S in total in a non-equilibrium geometry.

XYZ file:
```
23
Properties=species:S:1:pos:R:3:forces:R:3:nbo_charge:R:1
Cl 1.049 0.805 -2.045 0.21 0.17 0.65 -0.11
S -3.726 -0.952 -0.573 0.59 -0.15 -0.71 0.41
N 0.521 -2.883 -0.541 -1.12 -1.52 0.13 -0.28
N -0.155 -1.891 -0.398 -1.19 0.94 0.26 0.08
N -2.095 0.958 -0.165 1.74 0.09 0.30 -0.46
C -4.289 0.665 -0.633 -2.92 -0.30 0.74 -0.46
C -2.085 -0.306 -0.367 -2.26 -0.33 0.44 -0.01
C 1.919 -2.874 -0.665 0.80 1.98 -2.37 -0.43
C -3.315 1.475 -0.261 1.24 3.75 -0.83 -0.05
C -1.006 -1.112 -0.146 2.08 -1.87 0.07 0.14
C 2.029 1.149 0.438 0.81 1.86 1.74 -0.22
C 2.191 1.550 1.894 -0.42 -0.53 0.62 -0.64
C 0.943 1.202 -0.277 -0.08 -0.88 -2.24 -0.17
H 2.354 -1.892 -0.538 0.08 0.54 0.19 0.19
H -3.209 2.584 -0.238 -1.30 -0.84 0.15 0.22
H 2.373 -3.496 0.024 0.78 -1.61 1.29 0.20
H 2.801 2.411 2.190 -0.09 0.30 -1.07 0.23
H 1.255 1.679 2.434 -0.20 -0.12 -0.16 0.22
H 2.191 -3.147 -1.705 -0.02 -0.27 0.56 0.21
H -5.359 0.972 -0.674 1.05 -0.67 -0.22 0.26
H 2.978 1.031 -0.024 0.57 -0.47 -0.74 0.21
H -0.107 1.301 -0.131 -0.29 0.55 1.02 0.25
H 2.744 0.770 2.401 -0.05 -0.61 0.19 0.22
```
Forces are in eV/Å.

Properties
Charge: 0
Max |F|, eV/A: 4.04
Energy relative to the best compared isomer or geometry (same formula, charge and spin), kcal/mol: 3.5
Gap between HOMO and LUMO (spin up / spin down), eV: 8.0254 / 8.0249

=====

(4)
DFT (ωB97M-V/def2-TZVPD) results for an isolated molecule of C8H10ClP in a non-equilibrium geometry.

XYZ file:
```
20
Properties=species:S:1:pos:R:3:forces:R:3:nbo_charge:R:1
Cl 2.645 1.823 0.082 -0.39 -0.36 -0.19 -0.04
P 2.688 -1.520 1.198 -0.76 0.70 -1.42 0.40
C -2.390 -0.570 0.419 -1.89 -0.04 -0.72 -0.59
C 0.581 0.793 -1.395 -2.25 -1.10 -0.61 -0.17
C -0.038 -1.451 0.162 -0.22 0.98 0.13 -0.32
C 1.873 0.831 -1.168 1.42 2.12 -1.12 -0.22
C -0.960 -0.253 0.298 0.32 -1.53 -0.05 -0.08
C -0.413 0.897 1.021 2.22 1.22 3.98 -0.42
C -0.550 1.040 -0.418 1.71 -0.92 -1.50 -0.27
C 1.242 -1.359 0.407 -0.28 -1.64 1.78 -0.32
H -2.869 -1.023 -0.500 0.69 0.25 0.92 0.21
H -1.367 1.645 -0.731 -0.46 0.33 -0.50 0.23
H 2.609 0.685 -1.971 -0.44 -0.57 0.53 0.23
H -0.460 -2.391 -0.162 -0.10 -0.09 -0.30 0.24
H -2.831 0.408 0.529 -0.78 0.33 0.04 0.21
H 3.141 -0.893 0.002 1.21 -0.33 0.28 -0.01
H 0.212 0.195 -2.319 0.94 1.26 1.40 0.23
H -2.715 -1.129 1.311 0.50 -0.08 -0.30 0.22
H -0.999 1.603 1.689 0.30 -1.26 -1.00 0.23
H 0.601 0.671 1.547 -1.72 0.72 -1.34 0.25
```
Forces are in eV/Å.

Properties
SMILES string: C[C@]1(C=C=P)C[C@H]1/C=C\Cl
Charge: 0
Max |F|, eV/A: 4.71
Energy relative to the best compared isomer or geometry (same formula, charge and spin), kcal/mol: 120.7
Gap between HOMO and LUMO, eV: 9.1705

=====

(5)
DFT (ωB97M-V/def2-TZVPD) results for an isolated molecule of C8H10F2N2Si in a non-equilibrium geometry.

XYZ file:
```
23
Properties=species:S:1:pos:R:3:forces:R:3:lowdin_spin:R:1
Si 1.533 0.221 0.173 3.36 0.73 1.67 0.15
F 1.661 0.011 1.823 -0.37 0.24 -0.40 0.07
F 2.783 -0.809 -0.123 -0.72 0.56 -0.14 0.03
N 1.542 0.339 -3.034 0.15 0.15 -1.53 0.10
N -2.375 1.548 -1.260 -0.96 1.04 -1.85 0.02
C -2.284 -0.249 1.473 0.74 0.78 3.67 0.04
C 1.395 0.273 -1.903 -0.92 -0.64 1.61 0.29
C -0.161 -0.511 0.183 -2.48 -2.83 -1.13 0.64
C 1.884 2.096 0.120 1.74 0.04 -2.38 0.02
C -1.738 1.117 -0.430 -0.06 -0.25 0.75 0.02
C 0.238 -2.545 -1.009 -2.09 -1.34 -1.33 0.35
C -0.630 -1.798 -0.340 1.92 3.65 1.15 0.13
C -1.178 0.437 0.704 0.00 -0.02 -1.06 0.09
H 2.622 2.224 -0.836 -1.48 -0.28 2.30 0.00
H -1.773 -1.054 2.063 -0.75 0.36 -0.52 0.00
H 1.023 2.715 -0.221 0.44 -0.34 0.67 0.00
H -0.738 1.190 1.287 0.78 0.90 1.18 0.01
H 1.209 -2.259 -0.954 2.99 0.14 -0.34 0.02
H -3.109 -0.640 0.884 -0.01 0.31 0.17 0.00
H -0.188 -3.256 -1.686 0.52 -0.76 -0.13 0.02
H -2.524 0.547 2.324 -0.45 -1.82 -1.95 0.01
H -1.637 -2.067 -0.258 -1.44 -0.29 0.41 0.01
H 2.445 2.471 1.020 -0.90 -0.32 -0.81 0.00
```
Forces are in eV/Å.

Properties
Expectation value of S²: 2.025
Charge: 0
Max |F|, eV/A: 4.28
Gap between HOMO and LUMO (spin up / spin down), eV: 9.5847 / 5.8107
2S+1: 3

=====

(6)
DFT (ωB97M-V/def2-TZVPD) results for a structure of composition C8H10F3NNd in a non-equilibrium geometry.

XYZ file:
```
23
Properties=species:S:1:pos:R:3:forces:R:3:lowdin_spin:R:1
Nd 0.151 -0.480 0.094 0.51 -0.26 3.36 3.06
F 1.615 -3.652 0.059 0.41 -0.31 0.10 0.00
F 2.420 -2.592 1.811 0.25 -0.35 -0.34 0.00
F 3.211 -2.158 -0.197 0.16 -0.42 0.19 0.00
N 0.530 1.082 1.683 1.20 0.06 -0.43 -0.02
C -1.659 0.190 1.846 0.06 -0.51 -0.61 -0.01
C 0.286 -0.480 -2.594 -0.42 0.44 -0.40 0.00
C 2.025 -2.395 0.494 -0.94 1.06 -0.09 -0.01
C 0.872 0.743 -2.142 -0.88 0.15 -0.39 0.00
C -0.621 1.070 2.552 -0.56 -0.36 0.10 0.00
C -1.106 -0.465 -2.257 0.50 1.07 -0.28 0.00
C -1.382 0.780 -1.594 0.48 0.11 -1.01 0.00
C -0.157 1.522 -1.517 -0.40 -0.21 -1.11 0.00
H -1.021 2.086 2.740 0.08 -0.01 0.00 0.00
H 1.900 1.066 -2.318 -0.36 -0.24 0.25 0.00
H -1.839 -1.229 -2.509 0.22 0.12 0.16 0.00
H -2.414 0.784 1.313 -0.11 -0.18 0.35 0.00
H -0.044 2.526 -1.101 -0.01 -0.55 -0.05 0.00
H -0.376 0.649 3.550 -0.09 0.09 -0.16 0.00
H -2.098 -0.587 2.477 -0.25 0.24 0.04 0.00
H -2.360 1.120 -1.253 0.42 -0.19 0.03 0.00
H 0.794 -1.260 -3.171 -0.19 0.30 0.45 0.00
H 1.274 1.681 2.034 -0.09 -0.04 -0.16 0.00
```
Forces are in eV/Å.

Properties
Expectation value of S²: 3.756
Charge: -1
Max |F|, eV/A: 3.41
Gap between HOMO and LUMO (spin up / spin down), eV: 6.3717 / 6.3421
2S+1: 4

=====

(7)
DFT (ωB97M-V/def2-TZVPD) results for a cluster of 2 separate species, C8H10FNO2 in total in a non-equilibrium geometry.

XYZ file:
```
22
Properties=species:S:1:pos:R:3:forces:R:3:nbo_charge:R:1
F 0.118 2.425 0.150 0.02 1.33 0.07 -0.33
O 2.730 0.930 -0.120 1.73 -1.08 -0.58 -0.67
O 2.177 -0.891 -2.416 0.66 -0.78 -1.05 -0.73
N -0.008 -0.084 -2.119 -0.60 -1.35 -1.16 -0.24
C -1.655 -0.804 3.660 1.08 -0.30 -0.02 -0.69
C 1.577 0.692 -0.771 -1.85 0.83 1.05 0.06
C -0.671 0.702 -1.390 -0.72 0.61 1.21 0.15
C 0.385 0.581 2.605 -1.01 -0.33 0.98 -0.28
C -0.522 -0.055 3.070 -0.47 -0.07 0.43 0.02
C 1.412 -0.132 -1.825 0.57 0.20 0.91 0.41
C 0.242 1.144 -0.250 -0.82 -1.64 -0.03 0.11
C -0.533 -1.048 -3.143 -0.75 2.53 1.31 -0.44
H 3.380 0.336 -0.607 -0.74 0.97 0.97 0.50
H -1.747 0.782 -1.490 0.09 0.24 0.17 0.21
H -1.384 -1.562 -2.639 0.73 0.08 -0.87 0.22
H 1.013 1.355 2.293 0.88 0.35 -0.33 0.25
H -1.891 -0.494 4.660 0.10 0.71 0.53 0.24
H -0.256 0.556 0.666 1.28 0.38 -1.94 0.24
H 0.374 -1.588 -3.306 0.20 -1.01 -0.80 0.27
H -2.569 -0.662 3.092 0.02 -0.45 -0.31 0.24
H -0.835 -0.342 -3.952 0.06 -1.28 0.10 0.22
H -1.337 -1.843 3.831 -0.49 0.06 -0.65 0.24
```
Forces are in eV/Å.

Properties
Charge: 0
Max |F|, eV/A: 2.95
Energy relative to the best compared isomer or geometry (same formula, charge and spin), kcal/mol: 116.6
Gap between HOMO and LUMO (spin up / spin down), eV: 6.6166 / 6.6175

=====

(8)
DFT (ωB97M-V/def2-TZVPD) results for an isolated molecule of C8H10N2 in a non-equilibrium geometry.

XYZ file:
```
20
Properties=species:S:1:pos:R:3:forces:R:3:nbo_charge:R:1
N -0.624 0.043 -1.681 -2.04 0.24 -0.83 -0.04
N -0.236 0.914 -0.749 -0.64 0.56 -3.15 -0.38
C -0.021 1.321 1.572 0.46 3.28 -1.62 -0.22
C 0.695 -0.368 2.964 0.86 0.18 0.06 -0.23
C -0.214 0.602 -2.996 4.18 -2.87 1.08 -0.40
C 0.307 0.980 2.856 -0.49 -1.19 -1.16 -0.22
C 0.653 -0.728 0.643 2.06 -2.84 -1.15 -0.26
C -1.469 -1.034 -1.770 3.75 3.23 -2.99 -0.25
C 0.152 0.503 0.446 -1.53 -0.49 3.18 0.10
C 1.030 -1.210 1.902 -1.75 2.33 -0.62 -0.20
H -0.916 0.785 -3.688 -3.33 1.04 -1.75 0.20
H 1.477 -2.152 2.073 0.26 -0.81 0.07 0.22
H 0.297 -0.336 -3.505 -0.06 2.18 0.95 0.20
H -1.469 -1.474 -2.795 -0.37 0.32 1.29 0.20
H -0.181 2.385 1.235 -0.40 -0.96 0.91 0.21
H 0.871 -1.214 -0.341 -0.02 -0.41 1.30 0.20
H 0.177 1.719 3.650 0.19 -0.67 -0.01 0.23
H 0.883 -0.777 3.894 0.42 -0.55 2.09 0.20
H -1.840 -1.441 -0.934 -1.24 -1.56 2.80 0.20
H 0.426 1.483 -2.776 -0.30 -0.99 -0.43 0.25
```
Forces are in eV/Å.

Properties
Charge: 0
Max |F|, eV/A: 5.79
Energy relative to the best compared isomer or geometry (same formula, charge and spin), kcal/mol: 87.2
Gap between HOMO and LUMO (spin up / spin down), eV: 7.2255 / 7.2303

=====

(9)
DFT (ωB97M-V/def2-TZVPD) results for a structure of composition C8H10N2O in a non-equilibrium geometry.

XYZ file:
```
21
Properties=species:S:1:pos:R:3:forces:R:3:nbo_charge:R:1
O 2.599 -0.655 1.419 1.60 -0.45 -0.15 -0.46
N -2.486 1.000 -2.276 5.52 3.38 -2.00 -0.61
N -3.353 -0.513 -0.795 11.61 -3.65 10.05 -0.83
C -0.234 1.140 -0.299 4.99 5.59 4.06 -0.15
C -2.158 0.369 -1.253 -4.75 -4.74 2.26 0.42
C 1.055 0.908 0.510 -7.55 -4.34 -4.34 -0.25
C 1.446 -0.324 0.885 -0.34 1.10 -1.55 0.25
C 3.529 0.365 1.503 -6.10 -7.81 16.32 -0.15
C 0.669 -1.337 0.471 -0.82 -7.04 2.07 -0.17
C -0.548 -1.216 -0.080 2.71 5.77 0.73 -0.18
C -0.967 0.082 -0.468 -1.86 -1.32 -1.87 -0.20
H 0.972 -2.485 0.874 -0.57 3.24 -1.46 0.21
H -3.445 -0.957 0.476 0.07 2.47 -5.72 0.39
H 3.760 0.930 0.928 3.77 11.18 -14.34 0.13
H 1.582 1.593 0.811 5.20 7.80 2.55 0.18
H -0.631 2.356 -0.451 1.37 -4.06 0.15 0.25
H -1.314 1.536 -2.604 -4.54 -1.85 0.90 0.31
H 4.426 -0.032 1.870 1.03 -0.76 1.10 0.19
H -1.030 -1.973 -0.399 -3.61 -5.32 -1.82 0.21
H 3.014 1.199 2.327 1.82 -2.15 -1.43 0.12
H -3.999 -0.253 -1.298 -9.56 2.97 -5.53 0.33
```
Forces are in eV/Å.

Properties
Charge: 0
Max |F|, eV/A: 19.10
Energy relative to the best compared isomer or geometry (same formula, charge and spin), kcal/mol: 238.6
Gap between HOMO and LUMO, eV: 9.5872

=====

(10)
DFT (ωB97M-V/def2-TZVPD) results for a cluster of 2 separate species, C8H10N2O in total in a non-equilibrium geometry.

XYZ file:
```
21
Properties=species:S:1:pos:R:3:forces:R:3:nbo_charge:R:1
O 0.789 -2.196 -0.218 0.51 0.50 0.04 -0.54
N 1.993 -0.243 0.053 1.10 0.00 -0.17 -0.47
N 4.127 0.329 -0.123 0.58 -0.24 -0.12 -0.42
C 0.895 -1.038 0.028 -4.52 1.25 0.97 0.76
C -0.978 0.033 0.510 3.32 -2.14 -0.98 -0.23
C -3.113 0.527 -0.891 0.16 -0.07 0.07 -0.60
C 3.298 -0.650 -0.194 -0.02 -0.25 -0.05 0.20
C -1.980 -0.950 0.971 -0.05 -0.12 0.02 -0.45
C 2.075 1.117 0.290 0.06 0.52 0.10 -0.07
C 3.385 1.444 0.176 -0.52 0.00 0.07 -0.08
C -2.022 -0.412 -0.438 -0.20 0.13 -0.09 -0.26
H -0.815 1.015 0.903 -0.11 0.31 0.08 0.20
H 3.857 2.400 0.285 -0.03 0.23 0.05 0.22
H -1.704 -1.107 -1.209 0.12 -0.06 0.10 0.23
H -2.729 1.228 -1.633 -0.04 0.06 -0.03 0.21
H -1.670 -1.975 1.108 0.12 -0.10 -0.04 0.23
H 3.545 -1.669 -0.412 -0.08 -0.27 -0.04 0.21
H -2.729 -0.623 1.682 -0.05 0.11 -0.02 0.22
H -3.512 1.094 -0.051 -0.04 0.07 0.03 0.20
H 1.216 1.712 0.508 -0.21 0.05 0.03 0.23
H -3.927 -0.036 -1.346 -0.10 0.02 0.01 0.22
```
Forces are in eV/Å.

Properties
Charge: 0
Max |F|, eV/A: 4.79
Energy relative to the best compared isomer or geometry (same formula, charge and spin), kcal/mol: 81.5
Gap between HOMO and LUMO, eV: 9.6927

=====

(11)
DFT (ωB97M-V/def2-TZVPD) results for an isolated molecule of C8H10N2O2 in a non-equilibrium geometry.

XYZ file:
```
22
Properties=species:S:1:pos:R:3:forces:R:3:nbo_charge:R:1
O -2.459 -1.326 0.442 -1.97 -0.31 1.04 -0.57
O -0.536 2.407 -0.202 1.05 -0.74 -0.24 -0.70
N 1.965 -1.233 -0.166 -0.49 -0.06 -0.13 -0.52
N 1.988 0.947 0.228 1.67 -4.47 -0.62 -0.54
C -1.384 -1.217 -0.065 1.57 -1.94 -1.30 0.56
C -0.796 -2.480 -0.738 1.24 3.72 0.18 -0.73
C -1.218 1.236 -0.015 -1.61 1.63 1.51 0.40
C 3.251 -0.862 0.221 -0.91 0.74 -0.54 -0.09
C -0.653 0.028 -0.079 5.40 0.40 -0.86 -0.20
C 3.296 0.484 0.422 -0.73 -0.85 -0.03 -0.11
C -2.705 1.420 0.434 1.24 -0.90 -2.76 -0.70
C 1.228 -0.140 -0.204 -1.85 0.60 1.74 0.39
H -1.011 3.225 -0.007 -0.47 -0.60 0.09 0.50
H -0.718 -2.328 -1.784 -0.15 0.56 -1.36 0.23
H -3.069 0.364 0.248 -0.55 1.75 0.69 0.29
H 4.243 0.924 0.676 -0.50 1.16 0.11 0.23
H 0.262 -2.515 -0.490 -0.10 -1.14 0.71 0.28
H 1.625 1.808 0.190 -1.18 4.01 0.04 0.42
H 4.137 -1.491 0.310 -0.73 -0.24 -0.19 0.21
H -1.548 -3.163 -0.612 -1.02 -2.50 0.88 0.23
H -2.757 1.729 1.472 -0.06 -0.06 0.10 0.23
H -3.140 2.182 -0.280 0.15 -0.76 0.96 0.21
```
Forces are in eV/Å.

Properties
SMILES string: CC(=O)/C(=C(\C)O)c1ncc[nH]1
Charge: 0
Max |F|, eV/A: 5.49
Energy relative to the best compared isomer or geometry (same formula, charge and spin), kcal/mol: 84.3
Gap between HOMO and LUMO, eV: 9.1144